Record 1
Density functional theory data (wB97M-V/def2-TZVPD) for 8 unconnected molecules or ions with the total composition C19H47Cl10O12P3 in a non-equilibrium geometry.

Structure (XYZ):
```
91
Properties=species:S:1:pos:R:3:lowdin_charge:R:1
C 18.968 0.144 -6.564 -0.13
O 17.588 0.296 -6.340 -0.23
P 17.125 1.349 -5.133 0.47
O 17.904 2.592 -5.005 -0.24
O 15.551 1.553 -5.338 -0.22
C 14.969 2.848 -5.121 -0.08
O 17.244 0.442 -3.800 -0.21
C 16.776 0.819 -2.557 -0.17
H 19.318 -0.068 -5.553 0.08
H 19.477 1.029 -6.947 0.09
H 19.160 -0.800 -7.073 0.09
H 15.405 3.636 -5.735 0.09
H 15.199 3.118 -4.090 0.04
H 13.925 2.685 -5.387 0.10
H 15.878 1.430 -2.474 0.07
H 17.619 1.189 -1.973 0.08
H 16.514 -0.068 -1.980 0.09
C 16.585 6.657 6.788 -0.06
O 17.542 7.530 6.064 -0.25
P 17.072 8.280 4.633 0.58
O 15.739 9.088 4.727 -0.30
O 16.962 7.037 3.516 -0.25
C 15.930 7.071 2.547 -0.17
O 18.284 9.174 4.179 -0.23
C 18.141 10.048 3.091 -0.10
H 15.620 6.693 6.283 0.08
H 16.414 6.853 7.847 0.09
H 17.066 5.684 6.698 0.06
H 15.398 6.148 2.316 0.04
H 16.212 7.440 1.560 0.09
H 15.119 7.712 2.892 0.07
H 18.836 9.691 2.332 0.08
H 18.426 11.050 3.412 0.10
H 17.117 10.224 2.760 0.09
C 18.546 -1.429 5.446 -0.08
O 19.307 -0.184 5.382 -0.26
P 19.653 0.752 6.697 0.52
O 20.981 1.481 6.783 -0.25
O 19.488 -0.461 7.786 -0.27
C 19.799 -0.194 9.173 -0.08
O 18.341 1.632 6.996 -0.24
C 18.277 2.900 6.453 -0.15
H 17.977 -1.514 6.372 0.08
H 19.285 -2.219 5.313 0.09
H 17.848 -1.485 4.610 0.07
H 19.139 -0.815 9.779 0.09
H 19.771 0.864 9.431 0.08
H 20.868 -0.406 9.201 0.09
H 17.432 3.473 6.836 0.05
H 18.331 2.946 5.366 0.07
H 19.159 3.387 6.868 0.09
Cl 16.989 1.474 3.266 0.58
C 15.656 2.061 2.214 -0.64
C 16.170 2.711 0.966 -0.66
Cl 17.043 4.165 1.503 0.64
H 15.260 2.861 2.840 0.05
H 15.048 1.162 2.112 0.06
H 15.309 2.983 0.356 0.07
H 16.749 2.005 0.370 0.07
Cl 14.921 3.575 8.480 0.50
C 15.119 1.789 7.923 -0.55
C 14.654 1.697 6.494 -0.68
Cl 14.307 0.034 5.941 0.53
H 14.549 1.146 8.593 0.07
H 16.121 1.377 8.044 0.06
H 15.333 2.071 5.727 0.03
H 13.683 2.162 6.324 0.06
Cl 21.085 4.598 3.137 0.58
C 19.957 5.929 3.196 -0.69
C 20.654 7.270 2.741 -0.64
Cl 22.111 7.580 3.700 0.55
H 19.512 6.185 4.158 0.06
H 19.057 5.769 2.602 0.01
H 19.986 8.123 2.864 0.02
H 20.982 7.380 1.707 0.06
Cl 16.784 4.189 -1.878 0.61
C 18.492 4.577 -2.203 -0.64
C 18.955 5.743 -1.373 -0.70
Cl 20.533 6.261 -1.941 0.59
H 18.664 5.018 -3.185 0.06
H 18.997 3.611 -2.189 0.08
H 19.090 5.295 -0.389 0.04
H 18.418 6.684 -1.249 0.07
Cl 12.482 -0.250 -1.180 0.54
C 12.845 -1.112 0.369 -0.64
C 12.009 -0.408 1.397 -0.70
Cl 12.168 -1.121 3.034 0.54
H 13.874 -1.031 0.721 0.06
H 12.804 -2.188 0.200 0.08
H 10.951 -0.339 1.145 0.07
H 12.370 0.620 1.400 0.06
```

The multiplicity is 1. Its highest occupied orbital energy is -10.4 eV. For the orbital gap, the calculation gives 10.4439 eV.



Record 2
Density functional theory data (wB97M-V/def2-TZVPD) for a single C2H4S molecule in a non-equilibrium geometry.

Structure (XYZ):
```
7
Properties=species:S:1:pos:R:3:nbo_charge:R:1
C -0.084 0.792 0.057 -0.68
C -0.076 -0.748 -0.007 -0.70
S 1.550 0.040 0.016 0.47
H -0.431 1.159 -0.931 0.23
H -0.321 1.234 0.911 0.22
H -0.365 -1.182 0.954 0.23
H -0.272 -1.294 -1.000 0.24
```

The multiplicity is 3. The calculation puts the relative energy (zero: lowest compared OMol25 entry of this formula, charge and spin) at 46.8 kcal/mol. Its expectation value of S² is 2.00. Its highest occupied orbital energy (alpha / beta) is -4.3 / -10.8 eV. For the orbital gap (alpha / beta), the calculation gives 5.3826 / 8.3467 eV.



Record 3
Density functional theory data (wB97M-V/def2-TZVPD) for a molecular structure, C30H28FN4O3S2V in a non-equilibrium geometry.

Structure (XYZ):
```
69
Properties=species:S:1:pos:R:3:nbo_charge:R:1
V 0.237 -0.689 -0.754 1.54
C -2.105 0.725 1.718 -0.41
N -1.190 1.737 1.214 -0.48
C 0.007 1.832 2.042 -0.21
C 1.310 1.988 1.280 -0.24
N 1.778 0.742 0.627 -0.48
C 2.202 -0.224 1.666 -0.41
C 2.908 1.054 -0.236 0.12
C 4.094 1.497 0.342 -0.17
C 5.197 1.818 -0.428 -0.25
C 5.116 1.694 -1.809 -0.21
C 3.944 1.253 -2.389 -0.20
C 2.823 0.932 -1.620 -0.16
S 1.341 0.499 -2.441 -0.05
C -1.819 3.018 1.001 0.15
C -2.740 3.461 1.953 -0.26
C -3.417 4.660 1.836 -0.28
C -3.152 5.452 0.720 -0.23
C -2.230 5.031 -0.214 -0.23
C -1.516 3.813 -0.122 -0.19
S -0.366 3.408 -1.371 -0.50
H -2.339 0.833 2.791 0.15
H -1.681 -0.269 1.580 0.21
H -3.041 0.770 1.160 0.21
H 0.065 0.938 2.672 0.18
H -0.075 2.681 2.737 0.19
H 2.075 2.287 2.013 0.16
H 1.226 2.764 0.519 0.28
H 2.742 0.285 2.474 0.18
H 2.841 -0.982 1.226 0.24
H 1.340 -0.725 2.097 0.21
H 4.151 1.595 1.418 0.20
H 6.108 2.163 0.045 0.20
H 5.967 1.939 -2.432 0.20
H 3.871 1.156 -3.464 0.21
H -2.935 2.840 2.820 0.19
H -4.130 4.966 2.592 0.19
H -3.664 6.397 0.582 0.19
H -2.020 5.645 -1.080 0.21
O 0.245 -3.077 3.102 -0.68
C 0.600 -4.196 2.444 0.35
C 1.162 -5.232 3.191 -0.28
C 1.528 -6.411 2.578 -0.18
C 1.345 -6.584 1.207 -0.27
C 0.800 -5.555 0.467 -0.14
C 0.421 -4.352 1.063 -0.16
C -0.107 -3.237 0.245 0.58
O -0.377 -2.091 0.805 -0.79
N -0.252 -3.462 -1.033 -0.40
N -0.598 -2.263 -1.645 -0.30
C -1.445 -2.284 -2.603 0.16
C -2.062 -1.082 -3.117 -0.21
C -2.873 -1.124 -4.254 -0.16
C -3.573 -0.001 -4.645 -0.24
C -3.492 1.168 -3.884 -0.17
C -2.716 1.234 -2.742 -0.24
C -1.993 0.108 -2.378 0.41
O -1.210 0.119 -1.287 -0.63
H -0.093 -2.447 2.423 0.51
H 1.298 -5.080 4.253 0.22
H 1.965 -7.204 3.170 0.20
H 1.636 -7.508 0.727 0.21
H 0.664 -5.652 -0.601 0.23
H -1.784 -3.258 -2.953 0.20
H -2.944 -2.044 -4.821 0.21
H -4.185 -0.028 -5.536 0.21
H -4.037 2.048 -4.195 0.21
H -2.604 2.140 -2.159 0.28
F 1.757 -1.629 -0.588 -0.59
```

The multiplicity is 2. The calculation puts the relative energy (zero: lowest compared OMol25 entry of this formula, charge and spin) at 45.4 kcal/mol. Its expectation value of S² is 0.77. The net charge is -1. Its highest occupied orbital energy (alpha / beta) is -3.3 / -3.3 eV. For the orbital gap (alpha / beta), the calculation gives 4.8927 / 5.0085 eV.



Record 4
Density functional theory data (wB97M-V/def2-TZVPD) for 18 unconnected molecules or ions with the total composition H35O18 in a non-equilibrium geometry.

Structure (XYZ):
```
53
Properties=species:S:1:pos:R:3:nbo_charge:R:1
O 0.035 -4.956 -0.178 -0.95
H 1.301 1.971 -4.936 0.47
H -2.664 -2.149 -1.038 0.49
O 2.549 3.249 -1.318 -0.96
H 1.669 -0.003 -0.375 0.48
O -0.348 -2.944 4.051 -0.99
H -0.386 -2.011 0.977 0.49
H -1.228 -2.551 4.179 0.45
O -2.851 3.322 3.635 -0.97
H -1.092 0.741 -0.929 0.43
H -1.916 3.405 3.441 0.49
O -1.937 5.095 0.162 -0.99
H -1.157 5.583 0.403 0.48
H -0.248 -4.190 0.341 0.47
O 2.744 2.845 1.324 -0.95
H 0.482 3.201 -5.331 0.47
H 1.827 2.582 1.232 0.47
O 0.517 2.252 -5.418 -0.94
H -0.581 -1.131 -1.522 0.50
H -0.059 -2.363 3.293 0.50
O 3.431 -4.967 1.204 -0.94
H 3.598 -1.592 1.603 0.48
H -0.982 -2.086 -2.721 0.46
O -1.417 2.393 1.266 -1.00
H -2.135 2.346 1.896 0.48
H 2.769 -5.389 1.763 0.47
O -3.642 4.882 -2.011 -0.94
H -3.268 4.182 -2.558 0.45
H -2.390 -0.849 0.582 0.49
O -0.252 -1.852 -2.185 -1.05
H -2.494 0.083 1.361 0.45
H 2.800 -4.540 0.614 0.47
O 0.187 -1.818 1.721 -0.96
H 0.917 -1.309 1.347 0.50
H -3.115 2.701 4.274 0.49
O -2.700 -0.849 1.571 -0.98
H 2.145 3.893 -0.741 0.47
H 3.251 2.033 1.376 0.48
O -3.019 -3.011 -1.283 -0.96
H -1.952 4.166 0.414 0.50
H -0.404 -4.713 -0.999 0.48
O -1.114 -0.135 -0.527 -1.28
H 2.471 2.371 -0.972 0.48
H -3.309 4.576 -1.165 0.48
O 3.643 -2.512 -2.177 -0.93
H -3.685 -3.253 -0.640 0.47
H 2.879 -2.734 -1.600 0.45
O 2.177 -0.037 -1.180 -0.96
H -1.496 1.603 0.683 0.50
H 1.511 0.239 -1.826 0.48
O 2.791 -1.772 1.119 -0.96
H 3.078 -2.204 0.310 0.48
H 3.071 -1.790 -2.511 0.48
```

The multiplicity is 1. The calculation puts the relative energy (zero: lowest compared OMol25 entry of this formula, charge and spin) at 33.3 kcal/mol. The net charge is -1. Its highest occupied orbital energy is -7.1 eV. For the orbital gap, the calculation gives 9.0922 eV.



Record 5
Density functional theory data (wB97M-V/def2-TZVPD) for a single C5H4O2 molecule.

Structure (XYZ):
```
11
Properties=species:S:1:pos:R:3:nbo_charge:R:1
O 0.974 -0.879 1.985 -0.43
C 0.329 -0.473 1.062 0.51
O 1.031 1.841 1.042 -0.56
C 0.853 0.882 0.227 0.03
C -0.033 0.635 -0.977 -0.02
C -0.992 -0.372 -0.787 -0.24
C -0.892 -0.973 0.439 -0.21
H 1.793 0.616 -0.388 0.20
H 0.270 0.981 -1.962 0.22
H -1.720 -0.628 -1.551 0.25
H -1.612 -1.631 0.913 0.24
```

The multiplicity is 1. The calculation puts the relative energy (zero: lowest compared OMol25 entry of this formula, charge and spin) at 109.7 kcal/mol. Its highest occupied orbital energy (alpha / beta) is -8.4 / -8.5 eV. For the orbital gap (alpha / beta), the calculation gives 5.9065 / 5.8797 eV.



Record 6
Density functional theory data (wB97M-V/def2-TZVPD) for 4 unconnected molecules or ions with the total composition C4H7Cl in a non-equilibrium geometry.

Structure (XYZ):
```
12
Properties=species:S:1:pos:R:3:nbo_charge:R:1
C -1.773 -0.998 0.311 -0.66
C -1.530 0.316 -0.445 -0.26
C -0.471 1.155 -0.357 -0.22
C 0.609 1.043 0.656 -0.27
H -0.479 -2.212 -0.015 0.24
H -2.992 -1.447 -0.366 0.24
H -2.021 -0.797 1.886 0.23
H -2.440 0.643 -0.856 0.21
H -0.355 2.176 -0.749 0.22
H 1.125 1.957 0.827 0.23
H 0.099 0.474 1.487 0.24
Cl 1.533 -0.582 -0.188 -0.20
```

The multiplicity is 1. The calculation puts the relative energy (zero: lowest compared OMol25 entry of this formula, charge and spin) at 176.3 kcal/mol. Its highest occupied orbital energy is -9.2 eV. For the orbital gap, the calculation gives 8.8445 eV.



| no. | E_tot (a.u.) |
| --- | --- |
| 1 | -7281.16191 |
| 2 | -476.57575 |
| 3 | -3445.12527 |
| 4 | -1375.32334 |
| 5 | -343.21748 |
| 6 | -616.49662 |